No. 1
Below is C4H5N3O in the gas phase at a distorted geometry, with properties calculated with wB97M-V/def2-TZVPD.

The SMILES is N/N=c1/nccco1. As for the maximum force: 4.818 eV/Å. The value obtained for the LUMO energy is 0.0172 Eh. The calculation puts the molar mass at 111.10 g mol⁻¹. The net charge is 0. Its energy is -10743.8710 eV. The calculation puts the HOMO energy at -7.7 eV.

Cartesian coordinates (Å):
N 2.785782 0.118132 0.145797
N 1.854797 -0.815257 -0.086653
C 0.595349 -0.451708 0.004103
N -0.428651 -1.450891 -0.051545
C -1.631491 -1.140435 0.004755
C -2.021010 0.197038 -0.008803
C -1.093714 1.116240 0.046469
O 0.179681 0.834907 -0.184768
H 2.524806 0.986295 -0.204904
H 3.792835 -0.186819 -0.001877
H -2.308900 -1.941823 0.018575
H -3.061872 0.515393 0.283890
H -1.187618 2.218929 0.034957

Cartesian forces, eV/Å:
2.56 -0.86 0.35
-3.41 -0.60 1.31
1.11 -3.07 -1.80
4.17 -0.75 0.33
-0.16 -0.16 -0.53
-3.95 1.90 2.01
0.33 2.61 -1.16
2.03 0.59 0.67
0.17 2.05 -0.67
-2.29 0.51 -0.06
-1.17 -0.90 -0.02
1.14 -0.47 -0.75
-0.53 -0.86 0.35

=====

No. 2
Below is 4 unconnected molecules or ions with the total composition C42H44BrCl2IN4O9 at a distorted geometry, with properties calculated with wB97M-V/def2-TZVPD.

The SMILES is CCCCNC1=C(Br)C(=O)c2c(C[C@H](C)I)c(/C(Cl)=C(\C)Cl)cc(CCCOC)c2C1=O.O=[N+]([O-])c1ccccc1.O=[N+]([O-])c1ccccc1.O=[N+]([O-])c1ccccc1. As for the maximum force: 4.662 eV/Å. The value obtained for the LUMO energy is -0.0530 Eh. The calculation puts the molar mass at 1026.55 g mol⁻¹. The net charge is 0. Its energy is -171825.8761 eV. The calculation puts the HOMO energy at -8.8 eV.

Cartesian coordinates (Å):
C 4.625362 2.629233 5.765033
C 3.332571 1.640291 5.758225
C 2.851579 1.315194 4.227761
C 3.473982 -0.132953 3.871448
N 2.925916 -0.780321 2.643122
C 3.299759 -0.089793 1.404487
C 4.635405 -0.127359 0.877574
Br 6.136720 -1.099849 1.735659
C 5.001149 0.615042 -0.514521
O 6.077966 1.233098 -0.670144
C 3.836867 0.517762 -1.631772
C 4.135198 0.359870 -3.158238
C 5.627266 0.235822 -3.734518
C 6.046102 1.426087 -4.732034
C 7.680552 1.439733 -4.747843
I 5.441759 3.410229 -4.045365
C 2.894964 0.289122 -4.135859
C 3.095085 0.091709 -5.718813
Cl 4.181827 -1.237519 -6.413564
C 2.450585 0.915580 -6.693638
C 1.438591 2.086797 -6.309086
Cl 2.789362 0.616788 -8.485622
C 1.465059 0.374491 -3.546057
C 1.137456 0.524454 -2.019257
C -0.369748 0.559013 -1.511596
C -1.158714 1.921290 -1.824010
C -2.437999 2.093481 -0.835993
O -2.997854 3.421721 -0.840664
C -2.078737 4.408125 -0.309348
C 2.371564 0.595758 -1.046873
C 2.181686 0.709079 0.550720
O 1.235078 1.347515 1.087496
H 5.538002 2.023267 5.409901
H 4.406358 3.444200 4.992970
H 4.736939 3.030822 6.830746
H 2.442493 2.053886 6.340836
H 3.713368 0.649465 6.223326
H 3.363062 2.069041 3.512366
H 1.711367 1.345218 4.170179
H 4.608549 -0.026737 3.900683
H 3.196068 -0.832715 4.752867
H 1.893234 -0.768018 2.704162
H 6.427558 0.221670 -2.899905
H 5.744284 -0.788374 -4.262834
H 5.729029 1.245538 -5.818870
H 8.012590 2.501255 -5.056144
H 8.116668 1.293159 -3.685915
H 8.107366 0.641163 -5.467417
H 1.685560 2.625034 -5.335512
H 1.312682 2.787704 -7.212162
H 0.402557 1.591171 -6.166011
H 0.585258 0.319539 -4.270000
H -0.475204 0.344025 -0.384017
H -0.942490 -0.299668 -2.038772
H -1.609017 1.887935 -2.890326
H -0.454136 2.819364 -1.814358
H -2.166888 1.685929 0.198433
H -3.260470 1.399159 -1.260997
H -1.539422 4.878959 -1.221240
H -2.575372 5.258419 0.266488
H -1.338454 3.887498 0.405316
O -4.098073 -0.854195 -2.335780
N -4.316852 -0.118693 -3.289167
O -3.474954 0.602794 -3.808389
C -5.674338 -0.095256 -3.841099
C -6.671352 -0.874712 -3.253895
C -7.962974 -0.829195 -3.768086
C -8.250716 -0.015803 -4.860281
C -7.248996 0.751713 -5.448146
C -5.955086 0.715426 -4.939823
H -6.460741 -1.512955 -2.402182
H -8.747550 -1.426228 -3.315053
H -9.261708 0.021114 -5.255188
H -7.478804 1.381592 -6.301121
H -5.184669 1.320705 -5.405073
O -5.772078 -2.569353 -0.658300
N -5.683501 -2.534773 0.562025
O -6.421605 -1.887479 1.290231
C -4.617549 -3.317723 1.191869
C -3.731142 -4.039561 0.394243
C -2.705819 -4.762193 0.995769
C -2.574000 -4.764288 2.381695
C -3.468621 -4.049738 3.173297
C -4.495420 -3.321855 2.580446
H -3.822761 -4.046068 -0.686410
H -2.006389 -5.322208 0.383787
H -1.768987 -5.325141 2.847525
H -3.362601 -4.057565 4.253258
H -5.183937 -2.766733 3.208233
O -2.190591 -4.160451 8.016981
N -1.661629 -3.940888 6.937089
O -1.503602 -4.779770 6.060172
C -1.180457 -2.582072 6.676368
C -1.308216 -1.605055 7.663288
C -0.828198 -0.322270 7.419209
C -0.231780 -0.023466 6.198173
C -0.116598 -0.999679 5.213246
C -0.590526 -2.285525 5.449031
H -1.771193 -1.826318 8.618664
H -0.916177 0.444102 8.182207
H 0.146685 0.977487 6.012865
H 0.347394 -0.756647 4.263324
H -0.491793 -3.038473 4.674499

Cartesian forces, eV/Å:
-1.28 -0.72 -0.27
0.79 -0.27 -0.87
1.40 -0.35 0.69
-0.81 0.28 1.89
0.37 2.09 -1.45
2.26 -0.41 -0.92
-2.50 0.54 -0.18
-1.57 1.08 -0.82
1.06 0.96 -0.14
-3.65 -2.41 0.42
-1.92 -0.21 -1.28
-2.61 0.05 1.27
-0.34 -0.01 0.44
2.07 -1.51 -0.18
-0.12 0.75 0.12
-0.11 -0.84 -0.29
-0.35 -0.12 2.60
-1.31 1.72 -1.38
-1.24 1.41 1.38
1.19 -1.12 2.21
-0.66 -0.96 -0.99
-0.70 0.61 2.40
2.25 0.07 1.71
3.47 0.03 -0.64
-0.42 -0.48 -0.33
-0.51 0.16 -0.63
0.24 -1.10 -1.13
0.89 -0.34 0.93
1.00 0.11 -0.39
0.12 -0.30 -2.89
-1.05 0.84 -0.14
3.43 -2.65 -1.71
-1.30 1.09 0.72
0.55 -0.84 1.35
0.23 -0.40 -1.70
1.42 -0.49 -0.61
-1.03 1.57 -0.48
-1.28 -1.02 1.07
1.61 -0.09 -0.26
-1.55 -0.37 -0.50
0.46 0.99 -1.47
0.85 0.05 -0.03
-1.75 0.20 -1.08
-0.35 1.80 0.61
-0.02 0.52 1.79
-0.34 -1.89 0.15
-0.86 0.09 -1.71
-0.75 1.29 1.19
0.02 -0.77 -1.47
0.45 -0.93 1.57
1.59 0.81 -0.24
1.37 -0.01 1.19
0.63 0.37 -1.76
0.98 1.34 0.76
0.91 -0.02 1.68
-0.92 -1.22 0.37
-0.33 0.93 -1.04
1.27 1.20 0.82
-0.52 -0.66 1.69
0.16 -1.40 -0.87
-0.90 0.93 -1.13
-0.07 0.45 -0.56
0.41 -0.14 0.25
-0.37 -0.35 0.17
-0.84 0.01 -0.30
0.11 -0.09 0.11
0.17 0.19 -0.19
0.03 -0.01 0.03
0.03 -0.16 0.21
0.08 0.10 -0.07
0.13 0.22 -0.14
0.15 0.05 -0.01
0.13 -0.01 0.04
0.08 -0.06 0.10
0.01 -0.15 0.21
0.03 -0.16 0.74
-0.47 0.35 -0.20
0.38 -0.34 -0.39
0.65 -0.44 0.33
0.01 0.00 -0.11
-0.16 0.14 0.19
0.01 0.02 -0.01
-0.01 0.02 -0.24
-0.04 0.06 0.06
-0.14 0.15 0.17
-0.12 0.08 0.04
-0.11 0.06 -0.02
-0.03 -0.02 -0.13
0.01 -0.01 -0.27
0.30 0.14 -0.62
-0.24 -0.55 0.26
-0.10 0.40 0.33
0.30 0.82 -0.13
-0.02 -0.01 0.07
0.03 -0.20 -0.20
0.02 0.02 -0.02
-0.11 -0.04 0.30
0.03 -0.07 -0.11
0.05 -0.17 -0.20
-0.02 -0.13 -0.07
-0.05 -0.12 0.02
-0.11 -0.05 0.10
-0.09 -0.03 0.24

=====

No. 3
Below is 7 unconnected molecules or ions with the total composition C25H42BN8O2 at a distorted geometry, with properties calculated with wB97M-V/def2-TZVPD.

As for the spin multiplicity: 2. As for the maximum force: 3.316 eV/Å. The value obtained for the LUMO energy (spin up / spin down) is 0.0139 / 0.0066 Eh. The calculation puts the molar mass at 497.48 g mol⁻¹. The net charge is 0. Its energy is -43292.1686 eV. The calculation puts the HOMO energy (spin up / spin down) at -8.5 / -9.2 eV.

Cartesian coordinates (Å):
C -0.083418 3.576130 5.052083
C -0.368231 3.220686 3.916592
C -0.743457 2.849798 2.423692
B -2.187237 3.526369 2.155501
O -3.337519 2.748338 2.574377
N -2.427118 4.867007 1.577158
C -3.898498 5.183949 1.726514
C -2.205558 4.884135 0.079373
C 0.457298 3.398833 1.523205
C 0.943141 2.459806 0.345037
C 1.253779 3.435784 -0.900448
C 2.354368 1.728065 0.631702
N -0.008802 1.443627 -0.148653
O -0.736895 1.808671 -1.160540
C -0.720475 0.664894 0.884357
C 0.020711 -0.770687 0.978772
C -2.215407 0.302637 0.417857
C -0.717666 1.258007 2.354062
H 0.407579 3.804288 6.046263
H -3.634715 2.162917 1.854822
H -4.241019 5.136266 2.795902
H -4.102408 6.247664 1.368418
H -4.490681 4.507797 1.029587
H -3.064926 5.331251 -0.488598
H -1.946965 3.829999 -0.234097
H -1.266433 5.501654 -0.117669
H 1.347754 3.526698 2.224577
H 0.266730 4.445949 1.119721
H 0.368442 4.106629 -1.136172
H 1.515856 2.848801 -1.830794
H 2.174473 4.059458 -0.660680
H 2.521763 1.019506 -0.243654
H 2.219062 1.108943 1.563297
H 3.153208 2.515329 0.709402
H 0.954393 -0.683431 1.615895
H 0.268426 -1.152787 -0.057974
H -0.696184 -1.473898 1.497318
H -2.826972 1.210364 0.152577
H -2.739394 -0.365756 1.160678
H -2.106429 -0.317757 -0.531320
H 0.260905 0.935530 2.842449
H -1.550847 0.851662 2.993757
C -1.355764 -2.723196 -2.583231
C -0.768277 -3.349601 -1.368416
N -0.311970 -3.835863 -0.424789
H -1.066618 -3.288221 -3.468733
H -2.443373 -2.713473 -2.507011
H -0.996851 -1.697940 -2.683074
C -1.631899 -5.448415 2.342855
C -2.007933 -6.855632 2.647190
N -2.299649 -7.947068 2.882745
H -1.162193 -5.393173 1.360793
H -2.521082 -4.817624 2.347661
H -0.931258 -5.081220 3.093086
C -0.442764 -5.266623 -6.599144
C -0.902284 -3.991999 -5.986372
N -1.256253 -3.002203 -5.507400
H -1.290583 -5.796723 -7.033837
H 0.286311 -5.059713 -7.381181
H 0.020575 -5.897217 -5.840230
C 3.395750 -3.855258 -7.830276
C 3.016460 -5.261132 -7.529973
N 2.723097 -6.352038 -7.293481
H 3.878943 -3.802107 -8.806148
H 2.506149 -3.224588 -7.838124
H 4.085499 -3.488709 -7.069748
C 2.842001 -5.198264 -1.577650
C 3.195227 -4.983237 -3.007361
N 3.469146 -4.816604 -4.116276
H 3.516159 -4.626383 -0.939800
H 1.817339 -4.872630 -1.394947
H 2.929199 -6.256412 -1.329989
C 2.640025 5.998321 8.086875
C 2.529720 4.595520 7.604284
N 2.444438 3.506940 7.229288
H 3.609993 6.410513 7.808427
H 1.852974 6.606471 7.640489
H 2.539450 6.025639 9.171980

Cartesian forces, eV/Å:
0.71 -0.36 -0.28
-0.59 0.33 -0.48
1.37 -0.02 1.08
-1.11 -0.32 0.26
1.32 0.49 -0.66
-2.05 -1.04 -0.43
-0.28 0.95 -0.26
2.27 0.03 0.29
0.67 0.26 0.75
2.36 1.46 -1.67
0.19 -0.15 0.01
-1.65 -0.20 -0.13
-1.78 1.65 0.50
0.55 -0.53 0.46
-1.07 -2.95 1.07
-0.36 0.59 0.28
0.83 -0.22 -0.87
0.93 0.66 0.16
-1.13 -0.46 -1.86
0.12 0.27 0.53
0.33 -0.24 -1.19
0.47 -1.23 0.43
0.34 0.68 1.17
0.83 -0.67 0.69
-0.54 1.13 -0.38
-1.29 -0.64 -0.05
-1.04 -0.22 -0.96
-0.06 -1.43 0.54
1.20 -0.87 0.30
-0.42 0.54 1.08
-1.27 -0.61 -0.06
0.07 0.98 1.12
0.64 0.71 -0.81
-0.73 -1.03 0.11
-1.01 -0.22 -0.92
-0.30 0.42 1.31
0.94 0.57 -0.62
0.59 -0.92 0.30
0.70 0.97 -0.50
-0.32 0.92 1.07
-1.23 0.44 -0.49
0.78 0.27 -0.93
0.36 -0.38 0.83
-0.12 0.05 -0.01
-0.31 0.27 -0.77
-0.04 0.15 0.33
0.08 -0.03 0.03
0.02 -0.08 0.01
-0.16 -0.72 0.11
0.00 0.08 0.02
0.21 0.78 -0.18
-0.03 0.02 0.08
0.04 -0.08 0.01
-0.05 -0.07 -0.04
-0.29 0.59 0.29
-0.01 -0.05 -0.10
0.27 -0.77 -0.76
0.02 0.10 0.05
-0.04 -0.03 0.10
0.04 0.09 -0.07
-0.12 -0.65 0.15
0.11 0.02 0.04
0.14 0.81 -0.25
-0.06 -0.05 0.06
0.04 -0.06 0.02
-0.09 -0.10 0.02
0.14 0.08 -0.69
0.00 -0.02 0.06
-0.23 -0.03 0.78
-0.03 -0.02 -0.09
0.08 0.00 -0.01
0.01 0.07 -0.07
-0.04 -0.65 -0.22
0.04 0.06 0.04
0.08 0.85 0.33
-0.06 -0.07 0.00
0.04 -0.08 0.00
0.00 -0.05 -0.08

=====

No. 4
Below is a molecular structure, C28H34AuNO, with properties calculated with wB97M-V/def2-TZVPD.

As for the maximum force: 0.639 eV/Å. The value obtained for the LUMO energy is -0.3092 Eh. The calculation puts the molar mass at 597.55 g mol⁻¹. The net charge is +2. Its energy is -36801.5332 eV. The calculation puts the HOMO energy at -14.4 eV.

Cartesian coordinates (Å):
Au 0.172574 0.786467 0.270294
C -3.769016 1.132807 2.920218
C -2.717457 2.108024 2.403364
C -2.925387 3.499092 3.009671
C -1.297561 1.647935 2.655596
C -0.951284 0.710869 3.612286
C 0.383046 0.384461 3.866368
C 1.436225 0.967157 3.177352
C 2.869596 0.633087 3.473180
C 1.111117 1.928762 2.205134
C -0.237651 2.264591 1.939348
H -4.759734 1.451286 2.598611
H -3.782463 1.102864 4.010925
H -3.607386 0.115958 2.554156
H -2.835433 2.193839 1.316072
H -2.775596 3.472490 4.090351
H -3.941633 3.844667 2.822279
H -2.240725 4.238998 2.593973
H -1.723437 0.228259 4.195925
H 0.602418 -0.336704 4.645347
H 2.943112 -0.131783 4.243795
H 3.408232 1.513022 3.826892
H 3.389466 0.271802 2.583843
H 1.900356 2.490732 1.715088
H -0.453414 3.132052 1.319964
C 3.543888 0.141467 -1.175235
N 3.256837 0.853723 -2.408645
C 4.243467 0.723847 -3.481742
C 2.169445 1.622764 -2.524000
C 1.988177 2.415276 -3.787913
O 1.309254 1.703474 -1.624444
H 4.611785 0.201855 -0.970174
H 3.265341 -0.912681 -1.253440
H 3.009744 0.599972 -0.346647
H 4.805232 -0.192272 -3.317998
H 4.939682 1.563438 -3.487863
H 3.758244 0.650531 -4.451213
H 2.905047 2.913796 -4.097079
H 1.209437 3.151852 -3.617496
H 1.680825 1.757498 -4.603545
C -0.892323 -2.270559 -5.142061
C -0.261917 -2.838584 -4.034687
C -0.385038 -2.247681 -2.795989
C -1.156331 -1.082310 -2.659633
C -1.760713 -0.500741 -3.785244
C -1.638283 -1.105308 -5.022336
C -1.392347 -0.450527 -1.386700
C -0.910860 -0.894233 -0.194852
C -0.960514 -2.009548 0.626364
C -2.093758 -2.868312 0.534858
C -2.178007 -3.979338 1.336593
C -1.140487 -4.248627 2.231686
C -0.022001 -3.419227 2.346921
C 0.069021 -2.296477 1.563034
H -0.793231 -2.744441 -6.109873
H 0.325823 -3.738639 -4.149227
H 0.119312 -2.680838 -1.941201
H -2.341928 0.406316 -3.674826
H -2.119708 -0.672190 -5.887637
H -1.933580 0.495240 -1.400613
H -2.878634 -2.626258 -0.170190
H -3.032172 -4.638744 1.280220
H -1.203692 -5.131738 2.855678
H 0.761674 -3.665500 3.049213
H 0.925322 -1.637010 1.627903

Cartesian forces, eV/Å:
0.23 0.00 -0.60
-0.03 -0.01 -0.01
0.01 -0.09 -0.03
-0.02 0.08 0.05
0.03 0.06 0.03
-0.02 0.04 0.00
0.02 0.00 0.02
-0.05 -0.04 -0.08
0.03 -0.01 0.04
0.02 -0.05 -0.06
-0.06 0.11 0.17
0.00 0.01 0.00
0.01 0.00 0.00
0.01 0.00 -0.01
-0.01 0.03 0.01
0.00 -0.02 0.00
0.00 -0.01 -0.02
0.02 -0.01 0.00
-0.01 0.00 0.00
0.01 0.00 0.00
0.01 0.00 0.00
0.00 0.01 0.00
0.00 0.01 -0.01
0.00 0.03 0.04
0.00 0.01 0.01
0.04 0.00 0.02
-0.02 0.04 -0.02
-0.02 -0.01 0.01
0.08 -0.06 0.02
-0.02 0.00 -0.01
-0.10 0.04 0.16
0.00 -0.01 0.00
-0.01 0.00 0.01
-0.01 0.00 -0.01
0.01 0.00 -0.02
0.01 -0.01 0.01
0.01 0.01 0.00
0.00 0.01 0.02
0.00 0.00 -0.02
-0.01 -0.01 0.01
0.01 -0.04 -0.05
-0.01 0.04 0.02
-0.02 -0.04 -0.03
0.08 0.17 -0.09
0.00 -0.05 0.00
0.02 0.02 0.06
0.13 0.15 0.11
0.16 -0.39 0.23
-0.31 0.16 0.00
0.01 -0.11 -0.06
0.03 0.11 -0.04
-0.01 -0.10 0.06
0.02 0.06 -0.04
0.00 -0.02 0.08
0.00 0.00 0.00
0.00 -0.01 -0.01
-0.02 0.01 0.02
0.00 0.01 0.00
0.00 -0.01 -0.01
-0.23 -0.12 0.04
0.00 -0.02 -0.01
-0.01 0.00 -0.01
0.00 0.00 0.00
0.00 0.00 0.00
-0.01 0.01 0.00

=====

Which of these has the lowest maximum force?
C28H34AuNO